{
  "formula": "C4H6S",
  "method": "wB97M-V/def2-TZVPD",
  "energy_ev": -15074.9771,
  "relative_energy_ev": 4.8157,
  "charge": 0,
  "homo_lumo_gap_ev": 8.39,
  "symbols": ["C", "C", "C", "C", "H", "H", "H", "H", "H", "H", "S"],
  "xyz": [[1.22336, 0.15874, -0.62554], [0.30633, 0.32822, 0.42575], [-0.81414, -0.73112, 0.18388], [-1.00405, 0.74081, 0.18598], [0.69135, -0.90893, -1.39864], [0.61711, 0.59191, 1.38665], [-0.72255, -1.64506, 0.89372], [-0.33592, -1.21840, -0.87605], [-1.06454, 1.25917, -0.68930], [-1.60999, 0.82537, 1.12636], [2.71304, 0.59928, -0.61282]]
}